No. 1
Molecular formula: C6H9I
Method: DFT, wB97M-V/def2-TZVPD

The calculation puts the HOMO energy at -0.3046 Ha. For the total energy, the calculation gives -531.62049 Ha. As for the LUMO energy: 0.557 eV. The calculation puts the HOMO-LUMO gap at 8.85 eV. Its energy above the lowest of the compared OMol25 structures with the same formula, charge and spin is 0.903 eV. Its largest force on an atom is 5.243 eV/Å.

```
16
C6H9I, DFT wB97M-V/def2-TZVPD
C -1.18873 0.33333 -2.55622
C -1.30036 0.16283 -1.15477
C -0.26700 0.27252 -0.29872
C -0.52433 0.07187 1.09843
C 0.46565 -0.36056 1.80949
C 1.93516 -0.26497 1.64444
I -0.18898 -1.05717 3.83561
H -2.01061 0.38977 -3.17766
H -0.60108 -0.44244 -3.12040
H -0.46400 1.13950 -2.85242
H -2.17681 -0.15981 -0.75325
H 0.74950 0.55908 -0.64207
H -1.51767 0.12978 1.37182
H 2.55642 -1.22033 1.74538
H 2.48098 0.25112 2.48365
H 2.05186 0.19549 0.56669
```

---

No. 2
Molecular formula: C43H33INO5P2Re
Method: DFT, wB97M-V/def2-TZVPD

The calculation puts the HOMO energy (alpha / beta) at -0.3488 / -0.3628 Ha. For the total energy, the calculation gives -3147.67787 Ha. As for the LUMO energy (alpha / beta): -3.002 / -3.436 eV. The expectation value of S² is 3.9934. The calculation puts the HOMO-LUMO gap (alpha / beta) at 6.49 / 6.44 eV. Its energy above the lowest of the compared OMol25 structures with the same formula, charge and spin is 6.411 eV. Its spin multiplicity is 4. Its largest force on an atom is 0.102 eV/Å. The total charge is +1.

```
86
C43H33INO5P2Re, DFT wB97M-V/def2-TZVPD
Re 1.55730 0.40933 0.42715
O 4.51920 -4.08483 -2.94710
C 3.82138 -3.23270 -2.18529
C 2.89579 -3.63801 -1.22954
C 2.22557 -2.67280 -0.49892
N 2.43549 -1.36628 -0.67085
C 3.35012 -0.98597 -1.57759
C 4.05339 -1.86863 -2.35847
C 3.61404 0.50494 -1.64975
O 4.42215 0.94322 -2.42749
O 2.90177 1.22763 -0.81443
C 1.30501 -3.07700 0.57856
O 1.78592 -4.06330 1.47371
O 0.50238 -0.95195 1.85886
H 4.30269 -5.00072 -2.73678
H 2.70238 -4.68525 -1.03203
H 4.78285 -1.49912 -3.06515
C -0.43805 -0.35688 -2.60157
C -0.51765 -1.79851 -2.07949
P -1.20481 -1.76193 -0.36643
C -2.87607 -2.45858 -0.54162
C -3.87845 -1.84780 0.20930
C -5.19205 -2.28984 0.12331
C -5.51353 -3.34033 -0.72182
C -4.52284 -3.95001 -1.48346
C -3.21204 -3.51094 -1.39474
C -0.28206 -3.03979 0.63494
C -1.03407 -4.21870 1.10902
C -0.89565 -4.70516 2.39703
C 0.10532 -4.25604 3.23503
C 1.12961 -3.38658 2.62388
C 0.59881 -2.34400 1.63843
P -0.06894 0.91395 -1.31176
C -1.63075 1.38344 -0.54798
C -1.51065 1.71924 0.91203
C -2.81663 2.14105 1.50889
C -3.96933 2.18487 0.80125
C -3.99713 1.86729 -0.58054
C -2.81078 1.48108 -1.22603
C 0.37497 2.33138 -2.37819
C -0.31886 3.53900 -2.32402
C 0.05636 4.60362 -3.13200
C 1.12247 4.47258 -4.00733
C 1.80748 3.26797 -4.08384
C 1.43285 2.20648 -3.27852
H -1.37562 -0.05986 -3.07549
H 0.32804 -0.26136 -3.37229
H 0.47325 -2.24253 -2.06388
H -1.12339 -2.40793 -2.74971
H -3.62858 -1.01228 0.85383
H -5.96287 -1.80864 0.71078
H -6.53678 -3.68457 -0.79351
H -4.77509 -4.76698 -2.14664
H -2.44881 -3.99839 -1.99031
H -1.77316 -4.64968 0.45147
H -1.58717 -5.46303 2.74310
H 0.21150 -4.60559 4.25101
H 1.89632 -3.01812 3.30540
H 0.77258 -0.74219 2.76451
H -1.21384 0.79875 1.43948
H -2.82160 2.38686 2.56397
H -4.88847 2.47362 1.29542
H -4.92102 1.92897 -1.13754
H -2.84742 1.27166 -2.28930
H -1.16825 3.65375 -1.66299
H -0.49259 5.53445 -3.07777
H 1.41666 5.30436 -4.63346
H 2.64111 3.15305 -4.76340
H 1.98471 1.28015 -3.36478
I 3.61519 0.23124 2.25165
C 2.92865 2.00821 3.11912
C 3.68025 2.52120 4.15407
C 3.23963 3.67999 4.77885
C 2.05972 4.26063 4.36046
C 1.31108 3.72324 3.31493
C 0.05651 4.37281 2.95597
C -0.70744 3.90046 1.98386
C -0.30928 2.73236 1.14123
C 0.99002 1.99678 1.47159
C 1.74283 2.56364 2.62316
H 4.59265 2.03587 4.47218
H 3.81198 4.11058 5.58896
H 1.69432 5.15440 4.85041
H -0.22937 5.25543 3.51495
H -1.63386 4.39987 1.72430
H -0.11731 3.18338 0.15777
```